C2N2O3 | the ωB97M-V functional and the def2-TZVPD basis

Structure (XYZ):
```
7
Properties=species:S:1:pos:R:3:nbo_charge:R:1
C 1.2409 -0.5252 0.0100 0.290
C -1.2587 1.3752 0.0843 1.023
N 1.7219 0.5236 0.1640 -0.221
N 0.9423 -1.7731 -0.3005 0.076
O -1.6589 0.4403 -0.3955 -0.509
O -0.0926 -2.4030 -0.1402 -0.146
O -0.8948 2.3622 0.5779 -0.513
```

Results
Lowest unoccupied orbital energy (alpha / beta), eV: -2.540 / -2.544
Gap between HOMO and LUMO (alpha / beta), eV: 8.3 / 8.3
E_tot, a.u.: -411.33702
F_max, eV/A: 4.5
SMILES string: N#CN=O.O=C=O

=====

C2N2O3S | the ωB97M-V functional and the def2-TZVPD basis

Structure (XYZ):
```
8
Properties=species:S:1:pos:R:3:nbo_charge:R:1
C 1.0157 -0.6843 0.0266 0.820
C -1.2301 -0.0103 -0.1516 0.356
N 1.4515 0.7384 0.2319 -0.151
N 0.6156 1.6121 -0.0372 0.216
O 2.0198 -1.4579 -0.0047 -0.489
O -0.9918 1.3286 -0.0640 -0.392
O -0.2105 -0.9643 -0.1037 -0.448
S -2.6703 -0.5622 0.1028 0.088
```

Results
Lowest unoccupied orbital energy, eV: -1.760
Gap between HOMO and LUMO, eV: 8.3
E_tot, a.u.: -809.49017
F_max, eV/A: 8.5
SMILES string: O=c1nnoc(=S)o1

=====

C2N2O3S | the ωB97M-V functional and the def2-TZVPD basis

Structure (XYZ):
```
8
Properties=species:S:1:pos:R:3:nbo_charge:R:1
C 0.5736 0.5027 1.0173 0.831
C -0.7346 0.1883 -0.9066 0.343
N 1.1210 -0.8480 0.6814 -0.173
N 0.4826 -1.5913 0.0236 0.233
O 0.8231 1.1888 1.9776 -0.447
O -0.8663 -1.1058 -0.4544 -0.409
O -0.0599 1.0155 -0.0858 -0.477
S -1.3395 0.6498 -2.2530 0.098
```

Results
Lowest unoccupied orbital energy, eV: -1.481
Gap between HOMO and LUMO, eV: 8.5
E_tot, a.u.: -809.52434
F_max, eV/A: 3.2
SMILES string: O=c1nnoc(=S)o1

=====

C2N2S2 | the ωB97M-V functional and the def2-TZVPD basis

Structure (XYZ):
```
6
Properties=species:S:1:pos:R:3:nbo_charge:R:1
C -1.1233 -0.6049 -0.0499 -0.042
C 0.0329 0.5918 0.1404 0.167
N -1.0608 -1.7664 0.0827 -0.243
N 1.2313 0.4737 0.1585 -0.393
S -1.8417 0.9949 -0.1500 0.373
S 2.7616 0.3111 -0.1817 0.138
```

Results
Lowest unoccupied orbital energy (alpha / beta), eV: -2.112 / -2.167
Gap between HOMO and LUMO (alpha / beta), eV: 6.5 / 6.4
E_tot, a.u.: -981.91258
F_max, eV/A: 3.8

=====

In order of appearance, ΔE to the lowest compared entry with this formula, charge and spin = 5.43; 40.91; 19.47; 90.50 kcal per mole.